{
  "formula": "CH3ClOS2",
  "method": "the ωB97M-V functional and the def2-TZVPD basis",
  "species": ["C", "O", "S", "S", "Cl", "H", "H", "H"],
  "coordinates": [[0.35540, 0.66395, -0.33866], [0.51800, 0.64859, 2.89272], [1.97334, 0.17105, 0.28358], [1.95713, 1.33094, 1.96587], [1.47096, 3.21397, 1.38897], [-0.41380, 0.39225, 0.54958], [-0.01717, 0.21947, -1.25618], [0.43692, 1.71370, -0.48666]],
  "mulliken_charge": [-0.787, -0.527, 0.041, 0.409, -0.099, 0.318, 0.351, 0.294],
  "relative_energy_kj_mol": 244.0,
  "lumo_ev": -0.852,
  "orbital_gap_ev": 8.94
}

=====

{
  "formula": "C28H28BrIN7OOs",
  "method": "the ωB97M-V functional and the def2-TZVPD basis",
  "species": ["Os", "C", "C", "C", "C", "C", "N", "C", "C", "C", "C", "C", "C", "C", "N", "C", "C", "C", "N", "C", "C", "N", "C", "C", "C", "N", "H", "H", "H", "H", "H", "H", "H", "H", "H", "H", "H", "H", "H", "H", "H", "H", "H", "H", "C", "C", "C", "C", "C", "Br", "N", "C", "H", "H", "H", "H", "H", "H", "N", "C", "O", "C", "I", "H", "H", "H", "H"],
  "coordinates": [[0.35711, -1.05631, 0.44415], [-2.20711, -1.45946, -6.16754], [-1.89094, -1.17795, -4.73808], [-2.89213, -0.74834, -3.85593], [-2.58223, -0.46150, -2.55683], [-1.26875, -0.61684, -2.04675], [-1.03183, -0.30129, -0.72773], [-1.71640, 0.79775, -0.18521], [-1.89790, 1.95096, -0.96901], [-2.47858, 3.08719, -0.45238], [-2.90576, 3.13518, 0.87782], [-3.50458, 4.37764, 1.45600], [-2.72273, 1.99643, 1.66563], [-2.14396, 0.84842, 1.16051], [-2.08465, -0.29181, 1.99863], [-2.96788, -0.67796, 2.94057], [-2.51016, -1.85021, 3.49970], [-1.32718, -2.13556, 2.83022], [-1.06645, -1.18904, 1.92054], [-0.26620, -1.11533, -2.92040], [-0.59857, -1.35971, -4.23975], [1.09437, -1.30623, -2.52917], [2.13702, -1.59615, -3.35098], [3.27449, -1.70347, -2.59482], [2.85420, -1.47435, -1.28621], [1.54605, -1.22424, -1.24988], [-2.86718, -0.69254, -6.57288], [-2.75089, -2.40538, -6.24690], [-1.31507, -1.53270, -6.78485], [-3.91208, -0.65444, -4.20489], [-3.35820, -0.15485, -1.86883], [-1.54210, 1.94528, -1.99135], [-2.59664, 3.96110, -1.08021], [-3.92481, 5.01333, 0.67988], [-2.73692, 4.95548, 1.97769], [-4.27933, 4.14612, 2.18539], [-3.04036, 2.01372, 2.70070], [-3.86368, -0.11417, 3.14005], [-2.98086, -2.43421, 4.27108], [-0.66915, -2.98050, 2.95054], [0.14667, -1.71640, -4.93428], [2.02549, -1.71372, -4.41298], [4.26736, -1.93549, -2.93892], [3.43623, -1.47057, -0.37842], [3.92585, -0.01290, 4.58575], [3.33886, -1.04895, 3.67254], [3.67762, -2.39931, 3.76055], [3.09446, -3.33368, 2.91462], [2.19326, -2.86568, 1.98971], [1.26452, -3.99393, 0.79799], [1.85558, -1.58344, 1.86171], [2.41286, -0.69103, 2.70356], [4.71841, -0.43272, 5.20011], [3.16024, 0.39043, 5.24980], [4.34258, 0.81788, 4.01631], [4.39433, -2.72830, 4.50285], [3.32906, -4.38686, 2.97939], [2.09617, 0.33515, 2.57724], [2.10855, 1.81503, -1.28557], [1.52242, 1.93985, -0.11475], [1.07200, 0.96503, 0.54486], [1.36738, 3.29316, 0.51928], [1.67073, 4.98499, -0.72878], [2.29999, 0.90376, -1.67125], [2.47173, 2.63166, -1.76278], [2.08149, 3.36806, 1.33918], [0.36420, 3.35389, 0.93375]],
  "mulliken_charge": [1.305, -1.611, 0.184, -1.024, -0.170, 1.331, -0.679, 0.102, 0.518, -1.240, 0.398, -1.539, -0.498, -0.105, 0.287, -0.071, -1.210, -0.113, -0.111, 0.706, -1.002, 0.477, -0.102, -1.132, -0.173, -0.273, 0.416, 0.358, 0.382, 0.488, 0.608, 0.675, 0.481, 0.418, 0.324, 0.408, 0.665, 0.529, 0.466, 0.452, 0.268, 0.413, 0.516, 0.500, -1.399, 0.332, -0.368, -0.727, 0.206, 0.027, 0.085, -0.476, 0.396, 0.333, 0.370, 0.436, 0.520, 0.718, -0.154, 0.552, -0.691, -0.840, 0.166, 0.052, 0.121, 0.495, 0.226],
  "lumo_ev": [-11.165, -11.170],
  "orbital_gap_ev": [5.54, 5.54],
  "charge": 3
}

=====

{
  "formula": "C7H18O",
  "method": "the ωB97M-V functional and the def2-TZVPD basis",
  "species": ["C", "C", "C", "C", "H", "H", "H", "H", "H", "H", "H", "H", "H", "H", "C", "C", "C", "O", "H", "H", "H", "H", "H", "H", "H", "H"],
  "coordinates": [[2.04854, -2.01577, -0.89988], [2.20643, -0.72894, -1.68685], [0.87062, -0.03297, -1.91523], [0.99265, 1.19531, -2.79632], [1.63072, -1.83815, 0.09103], [3.00871, -2.52277, -0.76884], [1.38155, -2.70279, -1.42785], [2.62900, -0.97393, -2.67017], [2.88648, -0.05629, -1.16860], [0.18040, -0.75818, -2.36931], [0.41267, 0.22495, -0.95599], [0.01869, 1.63226, -3.03528], [1.49561, 0.96659, -3.73927], [1.56545, 1.98577, -2.30336], [-1.76433, -1.01392, 1.65125], [-1.55793, 0.11868, 2.64112], [-1.94778, 1.45851, 2.04734], [-1.85221, 2.44812, 3.06776], [-1.26025, -0.82506, 0.70237], [-1.38704, -1.96321, 2.03518], [-2.82703, -1.16246, 1.44911], [-0.52384, 0.17378, 2.99494], [-2.18210, -0.03745, 3.52826], [-2.97431, 1.40442, 1.66890], [-1.29672, 1.71171, 1.20127], [-1.75398, 3.31179, 2.65842]],
  "mulliken_charge": [-1.220, -0.325, 0.107, -1.398, 0.265, 0.353, 0.322, 0.293, 0.307, 0.331, -0.089, 0.368, 0.347, 0.329, -0.880, -0.328, -0.344, -0.517, 0.072, 0.317, 0.356, 0.266, 0.282, 0.258, 0.224, 0.305],
  "smiles": "CCCC.CCCO",
  "relative_energy_kj_mol": 3.6,
  "lumo_ev": 0.880,
  "orbital_gap_ev": 11.18
}

=====

{
  "formula": "C24H31N4O4PRhS",
  "method": "the ωB97M-V functional and the def2-TZVPD basis",
  "species": ["Rh", "O", "C", "O", "C", "P", "C", "C", "C", "C", "C", "C", "C", "C", "C", "C", "C", "C", "H", "H", "H", "H", "H", "H", "H", "H", "H", "H", "H", "H", "C", "C", "C", "C", "N", "N", "C", "H", "H", "H", "H", "H", "H", "H", "H", "C", "O", "C", "O", "H", "H", "H", "C", "N", "C", "S", "N", "C", "H", "H", "H", "H", "H", "H", "H", "H"],
  "coordinates": [[0.04234, -0.76402, 1.39431], [-2.82005, 0.28314, 4.34177], [-2.31524, 0.12169, 3.25839], [-1.09135, 0.23208, 2.95040], [-3.26717, -0.20549, 2.04781], [-2.26436, -0.47973, 0.55058], [-3.58680, -0.97960, -0.61782], [-4.55615, -0.02568, -0.92108], [-5.60763, -0.35186, -1.75459], [-5.69440, -1.62483, -2.29701], [-4.73357, -2.57468, -1.99316], [-3.67799, -2.25588, -1.15220], [-1.87154, 1.16114, -0.13865], [-1.86407, 2.34950, 0.58349], [-1.40662, 3.51517, -0.01625], [-0.95007, 3.49987, -1.32627], [-0.97251, 2.31887, -2.05486], [-1.42824, 1.15800, -1.46418], [-3.98459, 0.61119, 1.92667], [-3.81537, -1.12588, 2.27426], [-4.48625, 0.97160, -0.51072], [-6.36332, 0.38857, -1.97151], [-6.51643, -1.87298, -2.95128], [-4.81113, -3.56901, -2.40701], [-2.93085, -2.99920, -0.91356], [-2.20204, 2.36708, 1.61051], [-1.40345, 4.43725, 0.54586], [-0.56957, 4.40428, -1.77505], [-0.61375, 2.30792, -3.07496], [-1.44425, 0.21866, -2.00727], [1.96280, 4.61665, 1.78833], [2.05403, 3.15940, 2.04388], [3.01066, 2.42677, 2.71709], [2.59508, 1.09038, 2.64726], [1.46609, 1.01363, 1.95223], [1.14550, 2.26930, 1.59756], [3.27076, -0.09196, 3.23127], [2.86191, 5.10504, 2.15297], [1.10652, 5.05239, 2.30103], [1.85998, 4.81862, 0.72337], [3.89030, 2.80653, 3.19382], [0.29034, 2.46511, 1.08789], [4.15790, 0.22673, 3.76770], [3.55238, -0.79461, 2.45060], [2.59871, -0.60107, 3.91888], [2.89629, -3.90670, 2.33640], [2.10621, -2.86201, 1.72951], [0.91693, -2.59397, 2.25674], [0.39390, -3.18273, 3.16778], [3.81055, -3.98721, 1.74980], [2.34732, -4.84812, 2.31787], [3.12201, -3.64027, 3.36983], [1.77288, -0.74079, -4.56679], [1.43930, -0.64339, -3.15808], [1.98670, -1.24001, -2.11133], [1.13789, -1.14781, -0.58892], [3.09876, -1.95493, -2.07648], [4.03666, -2.32624, -3.11793], [1.03773, -0.17026, -5.12742], [1.73187, -1.77405, -4.90994], [2.75893, -0.32805, -4.77252], [0.59763, -0.13123, -2.93397], [3.31135, -2.30116, -1.15060], [3.55993, -2.91759, -3.89803], [4.81476, -2.93385, -2.66418], [4.50587, -1.44969, -3.56224]],
  "mulliken_charge": [-1.100, -0.642, 0.375, -0.581, -0.948, 1.744, 0.335, -0.261, -0.791, -0.496, -0.638, -0.248, 0.827, -0.958, -0.494, -0.377, -0.901, -0.539, 0.462, 0.557, 0.286, 0.414, 0.409, 0.418, 0.425, 0.171, 0.490, 0.466, 0.454, 0.817, -1.298, 0.759, -1.376, 0.280, 0.958, -0.219, -1.084, 0.339, 0.291, 0.306, 0.423, 0.120, 0.391, 0.098, 0.251, -0.767, -0.072, 1.013, -0.494, 0.247, 0.327, 0.310, -1.038, -0.170, 0.740, -0.049, -0.155, -0.957, 0.368, 0.321, 0.334, 0.016, 0.140, 0.302, 0.366, 0.302],
  "lumo_ev": [-4.332, -4.327],
  "orbital_gap_ev": [6.85, 6.86],
  "charge": 1
}

=====

{
  "formula": "C21H57O24P5S",
  "method": "the ωB97M-V functional and the def2-TZVPD basis",
  "species": ["C", "C", "C", "C", "C", "C", "O", "S", "O", "O", "O", "H", "H", "H", "H", "H", "H", "H", "H", "H", "H", "H", "H", "C", "O", "P", "O", "O", "C", "O", "C", "H", "H", "H", "H", "H", "H", "H", "H", "H", "C", "O", "P", "O", "O", "C", "O", "C", "H", "H", "H", "H", "H", "H", "H", "H", "H", "C", "O", "P", "O", "O", "C", "O", "C", "H", "H", "H", "H", "H", "H", "H", "H", "H", "C", "O", "P", "O", "O", "C", "O", "C", "H", "H", "H", "H", "H", "H", "H", "H", "H", "C", "O", "P", "O", "O", "C", "O", "C", "H", "H", "H", "H", "H", "H", "H", "H", "H"],
  "coordinates": [[0.19229, 2.62843, -0.34763], [-0.69888, 3.81313, -0.75000], [-1.37334, 3.65915, -2.12512], [-1.15608, 4.94655, -2.97605], [-2.86782, 3.44570, -2.01520], [-3.39166, 2.07274, -1.57237], [-4.47398, 2.28218, -0.65702], [-4.89596, 3.80651, -0.57661], [-4.94676, 4.18796, 0.78388], [-5.99292, 4.11926, -1.42281], [-3.59627, 4.42531, -1.26075], [1.09268, 2.64658, -0.96301], [-0.30276, 1.66090, -0.39868], [0.54950, 2.79430, 0.66989], [-1.42520, 3.98291, 0.04745], [-0.06200, 4.69518, -0.76015], [-0.96723, 2.83317, -2.71019], [-0.41072, 4.77017, -3.74956], [-0.84421, 5.79206, -2.37034], [-2.07942, 5.22529, -3.48269], [-3.28128, 3.55696, -3.02211], [-2.67255, 1.33802, -1.21777], [-3.85506, 1.61248, -2.44633], [-1.70320, -4.57307, 2.95269], [-1.19522, -3.58719, 2.03012], [-1.38050, -1.96686, 2.40335], [-1.02666, -1.49829, 1.02430], [-0.09254, -2.03072, 3.38966], [1.16004, -2.45214, 2.84416], [-1.68243, -0.51071, 3.09853], [-2.41368, 0.44463, 2.32187], [-1.42839, -5.55171, 2.56873], [-1.26120, -4.43724, 3.94267], [-2.78899, -4.51357, 3.02459], [1.18118, -2.36303, 1.75876], [1.35573, -3.48664, 3.12589], [1.93921, -1.82141, 3.26645], [-3.24464, -0.02109, 1.79620], [-1.73962, 0.91370, 1.60824], [-2.80031, 1.20336, 2.99918], [-3.41526, -6.32224, -3.67501], [-1.99533, -6.12268, -3.78951], [-1.16776, -5.67126, -2.46396], [0.13579, -5.22588, -2.97635], [-1.15043, -7.13710, -1.78241], [-0.30044, -8.12612, -2.35849], [-1.46836, -4.96457, -1.07571], [-1.05268, -3.58313, -0.90794], [-3.77460, -6.68612, -4.63364], [-3.64025, -7.06329, -2.90462], [-3.92141, -5.38523, -3.44118], [0.47891, -7.67821, -2.97403], [-0.89120, -8.81516, -2.96528], [0.16198, -8.68042, -1.54413], [-1.27501, -2.99473, -1.79688], [0.01086, -3.54500, -0.69024], [-1.58524, -3.17448, -0.07654], [-7.51838, 5.15221, -3.85904], [-8.80292, 5.40033, -4.47586], [-9.67840, 6.65375, -3.95124], [-11.02426, 6.42968, -4.50063], [-8.82533, 7.78954, -4.71694], [-8.96997, 7.88667, -6.13179], [-9.79731, 7.55377, -2.63937], [-10.92397, 7.32252, -1.77500], [-7.05174, 4.32334, -4.38359], [-6.87935, 6.03429, -3.94253], [-7.63888, 4.88600, -2.81457], [-9.88611, 7.40867, -6.47709], [-8.11203, 7.42508, -6.62414], [-8.99868, 8.94351, -6.38959], [-11.11966, 6.26171, -1.63750], [-11.80125, 7.80952, -2.19310], [-10.68565, 7.76888, -0.81247], [6.34430, -2.93410, 5.27700], [5.47660, -3.70741, 4.42545], [6.15148, -4.65127, 3.23243], [4.88906, -4.87790, 2.47622], [6.50036, -5.81918, 4.31213], [5.41745, -6.42415, 5.01014], [7.23072, -5.36619, 2.24086], [7.05901, -5.18236, 0.82810], [5.72266, -2.45150, 6.02732], [7.07070, -3.57964, 5.77770], [6.86664, -2.16766, 4.70328], [4.47015, -6.26901, 4.49432], [5.35089, -6.01797, 6.02139], [5.62277, -7.49140, 5.07122], [6.80053, -4.15594, 0.57866], [6.28212, -5.85515, 0.47434], [8.00572, -5.43640, 0.35520], [9.93926, 2.40112, 3.60349], [9.43493, 1.13970, 3.12305], [8.08124, 1.13265, 2.21939], [7.67041, -0.28056, 2.19672], [8.83475, 1.63580, 0.88113], [9.71374, 0.72386, 0.22429], [6.81402, 2.03597, 1.85456], [5.52949, 1.62520, 2.36202], [10.87583, 2.20484, 4.11735], [10.12359, 3.08391, 2.77154], [9.24038, 2.85637, 4.30490], [9.51332, -0.30765, 0.51195], [10.74972, 0.97174, 0.46149], [9.56101, 0.83254, -0.84729], [5.58713, 1.29672, 3.39717], [5.13966, 0.82352, 1.73997], [4.86966, 2.48696, 2.29810]],
  "mulliken_charge": [-1.215, -0.730, 0.701, -1.555, -0.453, -0.309, -0.342, 0.981, -0.576, -0.453, -0.365, 0.417, 0.183, 0.365, 0.352, 0.352, 0.511, 0.365, 0.377, 0.378, 0.470, 0.254, 0.258, -0.859, -0.058, 0.953, -0.641, -0.362, -0.550, -0.346, -0.560, 0.239, 0.344, 0.324, 0.275, 0.214, 0.252, 0.317, 0.125, 0.351, -0.638, -0.311, 0.881, -0.680, -0.345, -0.695, -0.100, -0.502, 0.235, 0.308, 0.272, 0.353, 0.237, 0.221, 0.403, 0.262, 0.071, -0.673, -0.313, 1.037, -0.690, -0.350, -0.681, -0.263, -0.646, 0.286, 0.324, 0.358, 0.348, 0.234, 0.225, 0.334, 0.270, 0.239, -0.672, -0.241, 1.099, -0.631, -0.373, -0.645, -0.335, -0.586, 0.238, 0.346, 0.217, 0.319, 0.231, 0.238, 0.300, 0.258, 0.236, -0.684, -0.290, 0.962, -0.527, -0.371, -0.630, -0.286, -0.625, 0.234, 0.323, 0.287, 0.311, 0.236, 0.227, 0.317, 0.270, 0.249],
  "smiles": "CC[C@H](C)[C@H]1COS(=O)(=O)O1.COP(=O)(OC)OC.COP(=O)(OC)OC.COP(=O)(OC)OC.COP(=O)(OC)OC.COP(=O)(OC)OC",
  "lumo_ev": -1.894,
  "orbital_gap_ev": 7.96
}

=====

| no. | M (g/mol) | calculated total energy (hartree) |
| --- | --- | --- |
| 1 | 130.621 | -1371.6009 |
| 2 | 875.618 | -4503.7900 |
| 3 | 118.220 | -352.7311 |
| 4 | 605.483 | -2302.9417 |
| 5 | 880.600 | -4745.1027 |